ClH22O15 | ωB97M-V with the def2-TZVPD basis set

Last column: natural (NBO) charge in e.
CARTESIAN COORDINATES (ANGSTROEM)
Cl -21.962 6.136 6.693  2.517
O -22.391 6.760 5.448  -0.873
O -20.764 6.717 7.209  -0.809
O -23.046 6.130 7.694  -0.907
O -21.769 4.756 6.338  -0.726
O -23.197 7.878 9.227  -0.800
H -22.418 7.672 9.742  0.475
H -23.552 7.025 8.977  0.505
O -18.707 7.394 6.723  -0.953
H -19.622 7.228 6.496  0.471
H -18.625 8.348 6.706  0.444
O -23.870 5.963 3.797  -0.878
H -24.712 6.096 3.362  0.487
H -23.978 6.366 4.658  0.493
O -21.414 9.140 6.235  -0.915
H -21.725 8.333 5.825  0.468
H -20.461 9.096 6.158  0.415
O -22.750 8.576 7.448  -0.992
H -23.278 8.045 6.853  0.404
H -22.923 8.210 8.316  0.406
O -23.158 3.272 6.352  -0.938
H -23.232 3.096 5.414  0.420
H -23.654 4.080 6.485  0.446
O -24.563 4.948 6.257  -0.878
H -25.174 5.064 6.984  0.478
H -23.967 5.694 6.322  0.459
O -21.564 3.084 7.505  -0.925
H -20.680 2.761 7.677  0.406
H -21.494 4.034 7.593  0.446
O -23.242 3.613 8.289  -0.920
H -22.552 4.269 8.388  0.415
H -23.927 3.892 8.896  0.383
O -21.606 4.694 8.773  -0.878
H -21.133 4.887 9.582  0.506
H -21.994 5.531 8.516  0.461
O -21.993 5.052 3.765  -0.985
H -22.833 5.488 3.908  0.431
H -21.400 5.462 4.395  0.438

Results
* energy: -1600.946153 hartree
* charge: -1
* HOMO: -3.7 eV
* gap between HOMO and LUMO: 6.04 eV


C3H7OS | ωB97M-V with the def2-TZVPD basis set

Last column: natural (NBO) charge in e.
CARTESIAN COORDINATES (ANGSTROEM)
C -1.163 -1.521 1.180  -0.752
S -0.953 -2.024 -0.566  -0.682
H -1.458 -0.462 1.117  0.185
H -0.245 -1.360 1.793  0.168
H -1.707 -2.178 1.851  0.180
C 0.217 1.666 -0.454  -0.572
C 1.300 1.181 -1.099  0.163
O 1.642 -0.151 -0.935  -0.748
H 0.186 2.667 -0.033  0.184
H -0.662 1.035 -0.401  0.222
H 2.068 1.801 -1.537  0.149
H 0.775 -0.654 -0.915  0.503

Results
* energy: -591.905269 hartree
* charge: -1
* HOMO: -2.6 eV
* gap between HOMO and LUMO: 6.70 eV


C5H10N5O | ωB97M-V with the def2-TZVPD basis set

Last column: natural (NBO) charge in e.
CARTESIAN COORDINATES (ANGSTROEM)
C -1.715 -1.196 0.007  -0.379
C -2.216 0.067 0.003  0.262
C -0.308 -1.272 0.277  0.612
C 2.444 0.207 -0.016  0.660
C -3.655 0.409 -0.191  -0.652
N -1.369 1.061 0.339  -0.400
N 0.152 -0.065 0.762  -0.135
N 3.469 1.062 -0.001  -0.757
N 2.484 -0.927 -0.675  -0.750
N 1.347 0.539 0.718  -0.402
O 0.439 -2.244 0.166  -0.619
H -2.284 -2.087 -0.172  0.258
H -4.022 0.958 0.674  0.255
H -4.235 -0.498 -0.319  0.249
H -3.779 1.047 -1.065  0.242
H -1.035 1.750 -0.320  0.395
H 4.338 0.827 -0.454  0.430
H 3.415 1.964 0.443  0.425
H 3.316 -1.191 -1.179  0.421
H 1.770 -1.672 -0.425  0.461
H 1.444 1.259 1.429  0.422

Results
* energy: -545.226770 hartree
* charge: +1
* HOMO (alpha / beta): -12.8 / -12.8 eV
* gap between HOMO and LUMO (alpha / beta): 8.39 / 8.39 eV
* SMILES: [H]/N=C(C)/C=C([O-])\N=[NH+]/C(N)=[NH2+]


C3H4N2 | ωB97M-V with the def2-TZVPD basis set

Last column: natural (NBO) charge in e.
CARTESIAN COORDINATES (ANGSTROEM)
N -1.879 1.064 -0.383  -0.367
C -1.326 0.034 -0.373  0.240
C -0.028 -0.577 -0.575  -0.216
C 0.576 0.443 0.382  -0.219
N 1.116 -0.922 0.257  -0.510
H 0.271 -0.545 -1.620  0.235
H 0.324 1.445 -0.124  0.272
H 0.071 0.520 1.339  0.190
H 0.873 -1.461 1.096  0.375

Results
* energy: -226.037676 hartree
* charge: 0
* HOMO: -9.4 eV
* gap between HOMO and LUMO: 10.08 eV
* SMILES: N#C[C@H]1CN1


C2H3BrI2O | ωB97M-V with the def2-TZVPD basis set

Last column: natural (NBO) charge in e.
CARTESIAN COORDINATES (ANGSTROEM)
C -0.535 -2.000 0.274  0.276
C -0.813 2.138 -0.435  -0.755
O 0.523 -2.531 0.495  -0.499
Br -1.390 0.595 -1.345  0.030
I -1.678 -1.161 1.877  0.016
I 1.244 2.686 -1.097  0.470
H -1.044 -1.690 -0.744  0.175
H -1.372 3.105 -0.708  0.189
H 1.982 2.679 0.348  0.098

Results
* energy: -3322.464211 hartree
* charge: 0
* HOMO (alpha / beta): -7.9 / -7.9 eV
* gap between HOMO and LUMO (alpha / beta): 7.65 / 7.65 eV


C19H36Cl2F3O2Si4TeY | ωB97M-V with the def2-TZVPD basis set

Last column: natural (NBO) charge in e.
CARTESIAN COORDINATES (ANGSTROEM)
Y 0.062 0.796 2.473  1.498
C 3.254 -2.762 2.376  -0.645
C 2.355 -1.991 3.297  0.029
C 1.105 -2.498 3.657  -0.197
C 0.258 -1.786 4.491  -0.196
C 0.661 -0.555 5.012  -0.321
C 1.918 -0.049 4.681  -0.253
C 2.742 -0.754 3.809  -0.169
H 2.671 -3.284 1.618  0.240
H 3.823 -3.503 2.942  0.230
H 3.960 -2.101 1.876  0.227
H 0.777 -3.445 3.247  0.236
H -0.715 -2.189 4.743  0.234
H 0.024 -0.012 5.699  0.247
H 2.248 0.892 5.094  0.265
H 3.700 -0.334 3.527  0.232
Cl -1.595 2.181 4.719  0.075
C -2.902 1.643 3.619  -0.288
Cl -2.742 -0.125 3.427  0.073
C -2.667 2.336 2.250  0.773
O -3.512 3.081 1.834  -0.554
O -1.525 2.016 1.733  -0.890
H -3.864 1.881 4.051  0.258
C -3.271 0.411 -3.359  -1.103
Si -2.483 0.741 -1.680  1.297
C -2.347 2.603 -1.501  -1.108
C -3.593 0.041 -0.336  -1.115
Si -0.371 -0.314 -1.638  -0.172
Te 0.120 -1.447 0.569  -0.637
Si 1.395 1.206 -1.798  1.295
C 3.011 0.341 -2.192  -1.113
C 1.553 1.953 -0.070  -1.093
C 1.089 2.561 -3.061  -1.108
Si -0.213 -2.105 -3.129  1.301
C -0.307 -1.502 -4.907  -1.108
C -1.607 -3.312 -2.780  -1.110
C 1.420 -2.996 -2.877  -1.111
H -4.254 0.888 -3.408  0.238
H -3.402 -0.654 -3.556  0.231
H -2.658 0.830 -4.162  0.233
H -3.349 3.030 -1.400  0.245
H -1.885 3.048 -2.385  0.228
H -1.779 2.901 -0.619  0.251
H -4.199 -0.784 -0.717  0.239
H -4.270 0.815 0.040  0.242
H -3.007 -0.342 0.500  0.240
H 3.159 -0.518 -1.533  0.243
H 3.860 1.019 -2.067  0.238
H 3.019 -0.019 -3.224  0.235
H 2.028 1.195 0.567  0.232
H 0.562 2.229 0.309  0.224
H 2.171 2.850 -0.008  0.267
H 0.909 2.136 -4.051  0.237
H 1.955 3.223 -3.131  0.238
H 0.222 3.165 -2.789  0.241
H -1.256 -1.003 -5.111  0.238
H -0.210 -2.339 -5.605  0.237
H 0.499 -0.795 -5.120  0.233
H -2.587 -2.861 -2.945  0.233
H -1.564 -3.642 -1.739  0.244
H -1.532 -4.195 -3.420  0.236
H 2.268 -2.343 -3.095  0.236
H 1.487 -3.869 -3.531  0.235
H 1.518 -3.333 -1.842  0.243
F 3.077 2.425 2.839  -0.369
C 1.728 2.598 3.034  0.449
F 1.421 3.757 2.370  -0.354
F 1.638 2.971 4.378  -0.381

Results
* energy: -3580.587670 hartree
* charge: 0
* HOMO: -7.5 eV
* gap between HOMO and LUMO: 7.40 eV


C24H20N4ORuSbSe4 | ωB97M-V with the def2-TZVPD basis set

Last column: natural (NBO) charge in e.
CARTESIAN COORDINATES (ANGSTROEM)
Ru -0.295 0.685 0.460  0.556
O -0.552 -0.945 4.322  -0.723
C -0.459 -0.831 3.084  0.587
N 0.285 0.080 2.450  -0.624
C 0.836 1.029 3.376  -0.273
C 1.583 2.170 2.757  0.258
C 2.117 3.138 3.605  -0.251
C 2.868 4.168 3.080  -0.156
C 3.085 4.184 1.710  -0.272
C 2.507 3.195 0.943  0.077
N 1.751 2.210 1.437  -0.455
C -1.167 -1.806 2.218  0.164
C -2.024 -2.747 2.783  -0.220
C -2.599 -3.718 1.994  -0.180
C -2.254 -3.751 0.643  -0.275
C -1.421 -2.763 0.159  0.027
N -0.921 -1.774 0.901  -0.417
H 1.523 0.517 4.066  0.200
H 0.037 1.437 4.011  0.232
H 1.919 3.065 4.668  0.205
H 3.269 4.947 3.718  0.197
H 3.662 4.966 1.236  0.207
H 2.646 3.191 -0.131  0.213
H -2.210 -2.675 3.846  0.243
H -3.286 -4.446 2.405  0.200
H -2.637 -4.515 -0.021  0.207
H -1.137 -2.752 -0.890  0.210
N -2.081 0.067 -1.109  -0.794
C -1.786 -0.317 -2.451  0.253
C -2.797 -0.143 -3.394  -0.244
C -2.606 -0.411 -4.735  -0.217
C -1.353 -0.828 -5.152  -0.234
C -0.347 -1.001 -4.223  -0.176
C -0.525 -0.805 -2.843  -0.090
C 0.636 -1.107 -1.956  -0.054
C 1.514 -2.117 -2.403  -0.226
C 2.712 -2.395 -1.775  -0.274
C 3.071 -1.669 -0.648  -0.243
C 2.177 -0.741 -0.135  -0.183
C 0.942 -0.465 -0.739  -0.181
H -2.891 0.673 -1.084  0.410
H -2.263 -0.718 -0.504  0.404
H -3.755 0.237 -3.057  0.201
H -3.415 -0.272 -5.442  0.196
H -1.149 -1.000 -6.202  0.193
H 0.640 -1.246 -4.587  0.207
H 1.231 -2.720 -3.258  0.190
H 3.364 -3.169 -2.167  0.186
H 4.020 -1.845 -0.151  0.187
H 2.438 -0.233 0.784  0.208
Se -0.485 2.666 -3.273  -0.618
Sb -1.755 3.690 -0.021  0.739
Se -2.245 1.791 1.689  -0.841
Se 0.251 2.317 -1.172  0.001
Se -0.671 5.506 1.179  -0.937

Results
* 2S+1: 2
* energy: -11161.788995 hartree
* charge: -2
* HOMO (alpha / beta): -0.8 / -0.6 eV
* gap between HOMO and LUMO (alpha / beta): 5.20 / 5.06 eV


C9H11Br15O2 | ωB97M-V with the def2-TZVPD basis set

Last column: natural (NBO) charge in e.
CARTESIAN COORDINATES (ANGSTROEM)
O 3.577 0.933 2.169  -0.561
C 2.811 0.450 1.356  0.791
O 1.926 1.229 0.646  -0.492
C 1.094 0.464 -0.214  -0.071
C 1.238 -0.957 0.225  -0.429
C 2.610 -0.985 0.970  -0.535
H 1.350 0.458 -1.274  0.175
H 0.070 0.831 -0.152  0.193
H 1.211 -1.566 -0.679  0.217
H 0.387 -1.252 0.838  0.215
H 3.468 -1.292 0.373  0.247
H 2.597 -1.575 1.886  0.249
C 7.091 -1.462 -3.627  -0.471
Br 5.827 -0.081 -4.189  0.080
Br 6.144 -3.184 -3.273  0.064
Br 8.125 -0.850 -2.109  0.103
H 7.785 -1.595 -4.457  0.225
C -2.798 -1.424 -7.226  -0.420
Br -4.350 -2.733 -6.999  0.078
Br -1.117 -2.039 -6.352  0.064
Br -3.207 0.462 -6.587  0.063
H -2.456 -1.354 -8.259  0.216
C -7.986 0.353 -0.804  -0.438
Br -8.809 0.012 -2.619  0.062
Br -6.177 -0.452 -0.765  0.079
Br -9.026 -0.298 0.762  0.078
H -7.951 1.436 -0.689  0.219
C 2.522 6.346 5.040  -0.452
Br 3.277 7.440 3.590  0.091
Br 0.895 7.167 5.908  0.048
Br 3.804 6.101 6.482  0.085
H 2.262 5.356 4.666  0.228
C -3.290 -3.263 4.934  -0.474
Br -1.604 -4.223 5.069  0.097
Br -2.962 -1.298 5.125  0.049
Br -4.589 -3.732 6.275  0.101
H -3.749 -3.423 3.958  0.227

Results
* energy: -39110.122196 hartree
* charge: 0
* HOMO: -10.1 eV
* gap between HOMO and LUMO: 9.21 eV


C4H7NO | ωB97M-V with the def2-TZVPD basis set

Last column: natural (NBO) charge in e.
CARTESIAN COORDINATES (ANGSTROEM)
O 2.589 -1.764 -0.124  -0.604
C 1.698 -1.013 -0.472  0.531
N 1.168 -0.041 0.326  -0.620
C -0.010 0.717 0.041  -0.071
C -1.247 0.406 0.842  -0.420
C -1.172 0.013 -0.603  -0.422
H 1.219 -1.032 -1.476  0.110
H 1.593 0.046 1.241  0.401
H 0.156 1.756 -0.236  0.203
H -1.145 -0.383 1.582  0.223
H -1.896 1.228 1.128  0.221
H -1.751 0.577 -1.327  0.224
H -1.052 -1.041 -0.838  0.224

Results
* energy: -286.584878 hartree
* charge: 0
* HOMO: -9.7 eV
* gap between HOMO and LUMO: 10.77 eV
* SMILES: O=CNC1CC1


C28H28O3 | ωB97M-V with the def2-TZVPD basis set

Last column: natural (NBO) charge in e.
CARTESIAN COORDINATES (ANGSTROEM)
C 5.037 0.732 -3.028  -0.627
C 4.611 -0.192 -1.930  -0.074
O 3.164 -0.257 -1.986  -0.532
C 2.631 -0.744 -0.849  0.854
C 1.080 -0.764 -0.903  -0.267
C 0.602 -0.370 -2.318  -0.623
C 0.805 -2.281 -0.609  0.628
C -0.452 -2.915 -1.148  -0.739
O 1.579 -2.959 0.058  -0.522
O 3.303 -1.039 0.125  -0.597
H 6.125 0.798 -3.041  0.215
H 4.697 0.359 -3.997  0.212
H 4.645 1.742 -2.870  0.219
H 4.990 -1.214 -2.063  0.188
H 4.916 0.178 -0.945  0.206
H 1.210 0.447 -2.721  0.252
H 0.776 -1.238 -2.961  0.218
H -0.460 -0.100 -2.356  0.218
H -0.779 -2.521 -2.117  0.228
H -0.218 -3.983 -1.246  0.245
H -1.262 -2.828 -0.408  0.254
C -5.969 1.147 -0.023  -0.217
C -4.926 2.078 -0.150  -0.228
C -3.606 1.706 0.118  -0.156
C -3.309 0.413 0.586  -0.064
C -1.913 0.000 0.920  -0.049
C -0.905 0.429 0.094  -0.169
C 0.581 0.179 0.176  -0.237
C 1.407 1.477 -0.012  -0.043
C 2.669 1.575 0.599  -0.195
C 3.593 2.524 0.171  -0.223
C 3.219 3.450 -0.810  -0.222
C 1.904 3.468 -1.284  -0.233
C 0.992 2.489 -0.862  -0.163
C -1.755 -0.878 2.119  0.002
C -0.697 -1.791 2.240  -0.217
C -0.577 -2.659 3.323  -0.212
C -1.520 -2.624 4.351  -0.202
C -2.575 -1.695 4.282  -0.220
C -2.671 -0.827 3.195  -0.208
C -4.371 -0.504 0.737  -0.212
C -5.682 -0.153 0.421  -0.200
H -7.000 1.430 -0.248  0.216
H -5.155 3.102 -0.455  0.216
H -2.799 2.436 0.014  0.209
H -1.228 0.974 -0.801  0.201
H 0.868 -0.208 1.162  0.247
H 2.931 0.886 1.399  0.237
H 4.601 2.520 0.599  0.220
H 3.955 4.160 -1.191  0.215
H 1.582 4.228 -2.000  0.215
H -0.038 2.517 -1.226  0.202
H 0.025 -1.882 1.439  0.216
H 0.264 -3.357 3.343  0.226
H -1.432 -3.295 5.206  0.216
H -3.324 -1.654 5.077  0.217
H -3.495 -0.110 3.161  0.222
H -4.163 -1.508 1.110  0.223
H -6.478 -0.894 0.532  0.215

Results
* energy: -1309.462782 hartree
* charge: 0
* HOMO: -8.3 eV
* gap between HOMO and LUMO: 8.79 eV
* SMILES: CCOC(=O)[C@@](C)(C(C)=O)[C@H](C=C(c1ccccc1)c1ccccc1)c1ccccc1


C9H9N3O5S | ωB97M-V with the def2-TZVPD basis set

Last column: natural (NBO) charge in e.
CARTESIAN COORDINATES (ANGSTROEM)
C 3.705 -4.763 0.679  -0.264
H 4.255 -3.956 1.166  0.195
H 4.251 -5.130 -0.186  0.198
H 3.540 -5.564 1.401  0.196
O 2.460 -4.280 0.186  -0.498
C 1.586 -3.858 1.097  0.801
O 1.777 -3.876 2.282  -0.595
C 0.321 -3.335 0.430  -0.546
C 0.243 -1.863 0.670  0.077
N 0.267 -1.068 -0.311  -0.238
N 0.376 0.230 -0.291  -0.275
C -0.523 1.107 -0.413  0.214
N -1.896 0.923 -0.421  -0.625
C -2.681 2.033 -0.562  0.639
O -3.887 2.028 -0.593  -0.548
C -1.807 3.226 -0.664  -0.224
C -2.253 4.493 -0.798  -0.317
C -1.247 5.533 -0.891  0.746
O -0.055 5.288 -0.849  -0.604
O -1.726 6.771 -1.025  -0.663
H -0.996 7.408 -1.081  0.502
H -3.301 4.734 -0.838  0.253
S -0.124 2.829 -0.596  0.474
H -2.306 0.001 -0.360  0.430
H 0.201 -1.537 1.710  0.178
H -0.533 -3.828 0.898  0.242
H 0.353 -3.545 -0.638  0.249

Results
* energy: -1287.008265 hartree
* charge: 0
* HOMO: -8.7 eV
* gap between HOMO and LUMO: 7.93 eV
* SMILES: COC(=O)C/C=N/N=C1\NC(=O)/C(=C/C(=O)O)S1


C10H17BrN2O | ωB97M-V with the def2-TZVPD basis set

Last column: natural (NBO) charge in e.
CARTESIAN COORDINATES (ANGSTROEM)
C -0.464 -1.459 3.334  -0.395
C -0.022 -2.041 2.236  -0.167
C 0.813 -1.335 1.204  -0.446
C -0.034 -1.120 -0.054  -0.035
N 0.624 -1.309 -1.355  -0.645
C -0.159 -0.694 -2.329  0.671
O 0.131 -0.561 -3.488  -0.562
C -1.472 -0.250 -1.635  -0.145
N -2.198 0.772 -2.370  -0.819
C -0.950 0.102 -0.229  -0.227
C -0.370 1.550 -0.278  -0.465
C 0.942 1.869 0.433  -0.184
C 2.212 1.333 -0.234  -0.655
Br 1.067 3.848 0.465  -0.043
H -1.242 -1.901 3.940  0.206
H -0.053 -0.505 3.644  0.190
H -0.262 -3.079 2.025  0.200
H 1.678 -1.948 0.938  0.223
H 1.154 -0.402 1.646  0.207
H -0.761 -1.944 -0.019  0.191
H 1.615 -1.126 -1.421  0.399
H -2.067 -1.172 -1.597  0.206
H -2.437 1.555 -1.777  0.361
H -3.066 0.404 -2.729  0.370
H -1.728 0.077 0.536  0.222
H -1.125 2.178 0.197  0.228
H -0.287 1.915 -1.304  0.232
H 0.890 1.626 1.490  0.209
H 2.641 0.499 0.320  0.216
H 2.957 2.113 -0.341  0.242
H 1.977 1.003 -1.246  0.216

Results
* energy: -3149.980299 hartree
* charge: 0
* HOMO: -9.2 eV
* gap between HOMO and LUMO: 9.85 eV
* SMILES: C=CC[C@@H]1NC(=O)[C@H](N)[C@@H]1C[C@@H](C)Br